(1)
102
Properties=species:S:1:pos:R:3 method="wB97M-V/def2-TZVPD" fmax_ev_per_a=0.91 total_charge=-1 gap_ev=5.792
Y 0.26 -0.05 0.11
O -7.88 -3.78 1.15
O -0.20 -3.73 2.48
O -2.23 0.20 0.56
O -1.69 -1.05 -1.19
O -8.25 -3.36 -0.93
O -0.05 -2.06 0.98
N 1.23 1.70 1.40
N -7.57 -3.29 0.08
N -0.34 1.88 -1.04
N 1.04 -0.48 -2.06
N 2.51 -0.71 0.43
N -0.56 -0.17 2.77
C 2.65 -4.77 -1.23
C 3.12 -6.02 -1.59
C -1.62 6.71 2.26
C -1.39 4.42 1.52
C 4.48 -0.37 5.91
C 4.53 -5.00 -3.24
C -0.89 2.93 -0.37
C -6.26 -2.62 -0.02
C 5.05 1.29 3.77
C -2.62 1.35 -7.03
C -0.16 -2.55 2.17
C 3.93 0.46 3.71
C 4.21 -1.61 1.68
C -2.49 -0.69 -0.30
C -2.73 4.20 1.84
C 2.99 -1.82 -0.20
C 1.40 -2.05 -3.68
C 0.58 -1.12 -4.21
C -0.20 -1.49 3.28
C 2.10 1.51 2.42
C -1.25 1.10 -4.60
C 0.44 2.76 1.73
C 1.71 -1.63 -2.33
C -3.83 -1.36 -0.20
C -2.61 0.81 -4.68
C -4.23 -1.93 1.01
C 4.07 -6.14 -2.60
C -1.26 1.64 -6.96
C 3.65 -0.37 4.79
C 3.11 -3.62 -1.87
C -0.58 1.52 -5.76
C -0.84 1.89 -2.30
C -0.58 3.31 0.94
C -3.50 5.23 2.36
C 2.57 -2.29 -1.45
C -4.66 -1.44 -1.31
C -3.29 0.94 -5.88
C 1.87 2.49 3.45
C -5.45 -2.58 1.10
C -0.84 5.68 1.73
C 0.83 3.26 3.04
C -5.89 -2.06 -1.23
C 5.87 1.29 4.89
C 4.06 -2.40 0.59
C 3.23 -0.55 1.57
C -0.53 0.96 -3.30
C 0.34 -0.13 -3.18
C 5.59 0.46 5.96
C -1.79 3.64 -1.25
C -2.95 6.48 2.58
C 4.06 -3.75 -2.88
C 3.04 0.47 2.50
C -1.75 3.00 -2.45
H -5.78 -3.05 2.02
H -4.32 -1.02 -2.25
H 4.62 -3.28 0.32
H 5.27 -5.09 -4.03
H 0.81 -1.44 3.69
H -0.85 -1.87 4.08
H -3.57 -1.88 1.87
H -4.54 5.04 2.61
H 5.27 1.93 2.93
H 4.93 -1.72 2.47
H 6.74 1.94 4.92
H 6.23 0.45 6.83
H -0.73 1.97 -7.85
H 0.19 5.86 1.48
H -3.15 3.22 1.66
H 1.78 -2.95 -4.15
H -2.35 4.52 -1.00
H -1.53 -0.15 2.47
H 0.38 4.08 3.56
H -1.18 7.68 2.42
H 1.90 -4.67 -0.44
H 4.25 -1.03 6.74
H 4.44 -7.12 -2.88
H -3.12 0.48 -3.79
H 0.15 -1.11 -5.20
H 2.44 2.58 4.37
H -4.35 0.70 -5.93
H -3.15 1.45 -7.97
H 2.79 -1.02 4.75
H -0.42 0.55 3.46
H 2.75 -6.90 -1.08
H -3.55 7.28 2.99
H -2.27 3.27 -3.35
H 0.47 1.74 -5.70
H -6.56 -2.12 -2.08
H 4.42 -2.86 -3.37



(2)
110
Properties=species:S:1:pos:R:3 method="wB97M-V/def2-TZVPD" fmax_ev_per_a=3.62 total_charge=+1 gap_ev=6.430
Rh 1.25 2.02 -0.41
S 1.83 3.75 -1.87
S -0.49 -2.24 -0.24
S -0.26 -0.28 1.66
S 0.74 5.58 6.10
S -0.72 0.00 -2.23
O 2.84 1.13 -1.32
N 0.78 0.42 0.92
N -0.73 4.40 -2.90
N 2.46 2.75 1.07
N 5.05 0.97 -4.04
N 2.97 -0.80 -0.13
N -0.07 3.31 0.57
N -0.33 5.48 4.90
N 0.00 1.15 -1.74
N -0.54 -1.83 1.27
N -1.08 -1.36 -1.34
N 1.99 4.81 5.43
N 5.26 -2.85 -1.65
C 0.32 4.13 -2.49
C 1.60 4.44 4.22
C 3.35 -0.03 -1.16
C 1.06 -0.46 5.99
C -4.10 0.36 2.79
C -3.80 1.37 0.63
C 2.42 3.74 3.25
C 0.27 4.83 3.91
C 1.49 -3.06 -1.92
C 1.63 -0.69 -5.40
C 4.89 -1.77 -1.85
C -2.91 -5.20 -1.48
C 2.73 -3.62 -2.19
C 3.75 2.47 1.22
C 3.21 -3.74 0.17
C 0.65 0.74 5.41
C -2.50 1.56 -3.46
C -0.22 -2.23 -5.55
C 1.11 -0.17 -4.21
C 3.58 -3.97 -1.15
C 1.98 -3.16 0.45
C 3.77 3.42 3.41
C -4.76 0.10 -2.75
C -4.89 1.25 -3.51
C -0.75 -1.72 -4.38
C -1.60 4.94 2.22
C 0.15 -0.44 3.39
C 0.42 3.73 1.76
C 0.54 -1.64 3.96
C -0.33 4.50 2.63
C -2.77 -0.02 2.82
C -2.16 -5.75 0.75
C -1.24 3.77 0.17
C 1.80 3.38 2.05
C -4.61 1.05 1.70
C -2.03 4.60 0.96
C 4.76 0.32 -3.13
C -1.95 0.32 1.74
C 4.44 2.80 2.38
C 0.97 -1.71 -6.05
C 1.14 -2.82 -0.60
C -1.44 -4.57 0.81
C 0.19 0.75 4.11
C -2.40 0.40 -2.70
C -3.76 1.98 -3.86
C -0.06 -0.71 -3.72
C -2.89 -6.06 -0.39
C -1.47 -3.71 -0.29
C 1.01 -1.64 5.27
C 4.36 -0.48 -2.03
C -2.19 -4.02 -1.43
C -3.51 -0.34 -2.33
C -2.46 1.01 0.65
H 1.60 0.65 -3.69
H 1.69 -2.96 1.47
H -3.41 -1.22 -1.71
H -3.47 -5.45 -2.36
H 4.27 3.69 4.33
H -5.65 -0.46 -2.46
H -2.20 5.55 2.88
H -1.81 1.24 -0.18
H -1.62 2.14 -3.71
H -0.14 1.67 3.65
H 1.42 -0.47 7.01
H -2.18 -3.33 -2.27
H 3.03 -3.78 -3.22
H -1.56 3.47 -0.83
H -2.38 -0.58 3.66
H -0.87 -4.31 1.69
H -4.74 0.10 3.63
H -3.45 -6.99 -0.43
H 0.82 -2.79 -2.73
H -5.87 1.59 -3.82
H -5.66 1.34 1.69
H -4.19 1.89 -0.23
H -3.85 2.89 -4.44
H 1.38 -2.11 -6.98
H 0.47 -2.56 3.40
H 2.54 -0.27 -5.80
H -0.74 -3.01 -6.09
H 5.49 2.55 2.46
H 1.32 -2.57 5.73
H 2.16 -0.52 0.41
H 4.23 1.99 0.38
H 3.35 -1.72 -0.03
H -1.69 -2.09 -3.99
H 4.55 -4.40 -1.38
H 0.68 1.66 5.98
H 3.88 -4.00 0.97
H -2.15 -6.42 1.59
H -2.98 4.94 0.58



(3)
113
Properties=species:S:1:pos:R:3 method="wB97M-V/def2-TZVPD" fmax_ev_per_a=0.64 total_charge=0 gap_ev=5.362
Y 0.25 -0.41 -0.07
Se 1.46 3.04 1.67
Se -0.94 0.90 2.87
O -3.91 5.38 -1.27
O 1.18 7.14 -4.26
O 1.06 1.60 -1.29
O -0.90 1.68 -0.32
O -3.28 7.04 -2.48
O 2.54 5.53 -3.85
N -0.36 -2.32 -1.34
N -3.77 -1.36 -0.18
N 2.08 -0.91 -1.45
N -0.25 -2.19 1.54
N -2.09 -3.08 0.18
N 3.81 0.19 -0.20
N 1.46 6.07 -3.78
N 0.85 -3.16 1.82
N -2.23 -0.33 -1.56
N -3.09 5.97 -1.93
N 0.93 -1.84 -3.36
N 2.12 -0.61 1.31
N 1.22 -1.33 3.43
C -1.77 5.34 -2.11
C -3.47 -0.77 -1.39
C -3.27 -4.66 3.23
C -2.18 -3.85 2.58
C -1.54 4.11 -1.53
C -0.11 -4.28 1.77
C -1.33 -3.48 1.28
C 0.41 5.38 -3.00
C -0.02 2.18 -1.06
C -2.81 0.34 -3.78
C -4.12 -0.08 -3.58
C -2.22 -2.43 3.13
C 0.34 -2.26 2.89
C 1.92 -1.24 -2.82
C 5.53 1.45 3.69
C 4.76 1.03 4.77
C -1.10 -3.14 5.17
C 3.94 -0.21 -2.61
C -2.84 -1.96 0.69
C 3.04 4.16 1.89
C -1.92 0.20 -2.75
C -3.18 -4.63 4.57
C -3.55 -4.43 -3.91
C 5.17 0.33 -2.96
C 3.98 0.47 2.20
C -0.77 -2.87 3.72
C 3.58 0.31 4.58
C 3.10 -0.78 -3.55
C 3.28 0.01 0.98
C -1.50 -2.99 -1.11
C 0.69 4.15 -2.44
C 0.76 3.23 3.49
C -0.30 3.52 -1.69
C -1.51 -3.34 -4.67
C 3.25 -0.31 -1.32
C -2.67 -4.01 -4.95
C 5.15 1.16 2.38
C -2.18 -3.91 5.45
C 5.53 0.28 -4.30
C 3.21 0.05 3.27
C -1.20 -3.04 -3.33
C 2.06 -0.69 2.70
C -2.08 -3.47 -2.30
C -0.82 6.00 -2.86
C -2.12 2.34 2.33
C -2.74 -1.57 1.99
C 4.68 -0.30 -5.25
C 0.22 1.93 4.06
C -0.15 -2.35 -2.70
C 3.46 -0.84 -4.89
C -4.46 -0.65 -2.37
C -3.26 -4.17 -2.60
C -0.82 -4.29 3.11
H -3.34 -0.71 2.26
H -2.38 -4.05 6.51
H 5.82 0.77 -2.21
H -4.05 -5.21 2.72
H 1.59 3.57 4.10
H 0.25 -5.21 1.35
H -0.68 -5.12 3.79
H 5.08 1.26 5.78
H -5.46 -1.03 -2.18
H 5.75 1.47 1.54
H -2.62 2.76 3.20
H -2.89 -2.26 3.96
H -2.92 -4.24 -5.97
H -1.57 3.09 1.78
H -1.02 6.96 -3.30
H 1.02 1.24 4.30
H 3.60 4.10 0.97
H -0.84 -3.02 -5.47
H 1.66 3.68 -2.57
H 3.64 3.77 2.71
H 2.80 -1.29 -5.62
H 2.76 5.20 2.08
H -3.93 -4.49 -1.81
H 4.99 -0.32 -6.29
H 2.99 -0.04 5.41
H -0.52 -2.71 5.97
H -4.74 -1.60 -0.01
H -0.89 0.51 -2.88
H 6.48 0.70 -4.61
H -3.92 -5.18 5.13
H -0.35 2.12 4.97
H -4.45 -4.96 -4.17
H -2.31 3.61 -0.95
H 6.45 2.00 3.88
H -2.86 1.90 1.66
H -4.86 0.01 -4.36
H 0.00 4.00 3.49
H -2.49 0.76 -4.73



no.,LUMO (eV)
1,1.2852
2,-3.3127
3,-1.0302